Record 1
This record from the Open Molecules 2025 dataset describes the molecule C5H11NO. The level of theory is the ωB97M-V functional and the def2-TZVPD basis.

Positions of all 18 atoms, in Å:
C (1.69, 0.40, -1.31)
C (1.02, -0.50, -0.30)
C (1.31, -0.42, 1.16)
N (0.07, 0.11, 0.61)
C (-1.20, -0.60, 0.86)
C (-2.30, -0.19, -0.09)
O (-1.95, 1.44, -0.18)
H (1.01, 0.58, -2.16)
H (2.61, -0.05, -1.70)
H (1.93, 1.36, -0.86)
H (0.74, -1.49, -0.66)
H (2.02, 0.32, 1.53)
H (1.24, -1.33, 1.75)
H (-1.09, -1.70, 0.78)
H (-1.45, -0.38, 1.91)
H (-1.96, -0.44, -1.11)
H (-2.55, 1.81, 0.48)
H (-1.01, 1.48, 0.17)

Computed properties:
* strongest force on any atom: 0.0060 Eh/bohr
* energy relative to the best compared isomer or geometry (same formula, charge and spin): 121.66 kcal/mol
* HOMO-LUMO gap: 8.11 eV

Mulliken analysis output, partial charges in e: number 1, C, carries -1.48; number 2, C, carries 0.22; number 3, C, carries -0.47; number 4, N, carries -0.38; number 5, C, carries -0.49; number 6, C, carries -0.73; number 7, O, carries -0.43; number 8, H, carries 0.29; number 9, H, carries 0.38; number 10, H, carries 0.33; number 11, H, carries 0.37; number 12, H, carries 0.25; number 13, H, carries 0.27; number 14, H, carries 0.43; number 15, H, carries 0.32; number 16, H, carries 0.20; number 17, H, carries 0.39; number 18, H, carries 0.53

Record 2
This record from the Open Molecules 2025 dataset describes the molecule C2H4BrO2P at a distorted geometry. The level of theory is the ωB97M-V functional and the def2-TZVPD basis.

Positions of all 10 atoms, in Å:
C (0.08, -0.08, -0.60)
C (0.21, 1.30, -1.05)
O (0.13, -1.10, -1.24)
O (-0.15, -0.14, 0.74)
P (0.34, -1.62, 1.46)
Br (-0.44, -1.07, 3.33)
H (-0.19, 1.87, -0.21)
H (-0.28, 1.56, -2.07)
H (1.25, 1.68, -1.19)
H (-0.95, -2.40, 0.83)

Computed properties:
* strongest force on any atom: 0.0777 Eh/bohr
* energy relative to the best compared isomer or geometry (same formula, charge and spin): 11.36 kcal/mol
* HOMO-LUMO gap: 10.22 eV
* SMILES: CC(=O)OPBr

Mulliken analysis output, partial charges in e: number 1, C, carries 0.74; number 2, C, carries -0.89; number 3, O, carries -0.54; number 4, O, carries -0.22; number 5, P, carries 0.13; number 6, Br, carries -0.12; number 7, H, carries 0.30; number 8, H, carries 0.27; number 9, H, carries 0.25; number 10, H, carries 0.08